# 1
Entry from the Open Molecules 2025 dataset: a 5-piece molecular cluster, C6H22O4 overall in a non-equilibrium geometry (ωB97M-V/def2-TZVPD).

XYZ file:
```
32
Properties=species:S:1:pos:R:3:forces:R:3:mulliken_charge:R:1
C -1.58754 1.81317 -0.78594 0.8862 -0.6707 2.6607 -0.9095
C -2.05826 1.48171 0.68784 0.3801 -0.5940 -1.2934 -0.4697
C -0.96791 0.86585 1.54626 0.8713 0.0808 1.4319 -1.2806
C -0.35782 -0.45396 1.10848 1.0023 -0.8169 -1.0803 2.8138
C 0.64953 -1.09995 2.10122 -0.2544 0.7222 -0.4675 -1.6491
C -1.41813 -1.46057 0.65736 -0.7187 -0.0590 -0.2848 -1.7409
H -2.31042 2.44588 -1.27533 0.1627 0.1219 -0.4341 0.4286
H -0.57976 2.20907 -0.64856 -0.2467 0.9128 -0.4795 0.1396
H -1.36566 0.86852 -1.26808 -0.6187 -0.0383 -0.5214 0.2296
H -2.84838 0.73611 0.49567 -0.2179 0.5821 0.8529 0.2567
H -2.35962 2.36428 1.24895 -0.6453 0.0420 -0.3758 0.3812
H -1.26230 0.74765 2.59490 -1.0344 -0.5012 -0.0323 0.4581
H -0.19112 1.59974 1.83064 0.2668 0.0278 -1.1196 0.3944
H 0.20351 -0.31369 0.17760 0.2607 0.5541 0.1367 -1.1999
H 1.19928 -0.34830 2.65623 -0.4947 0.3507 0.7972 0.3886
H 1.50014 -1.57828 1.62884 -0.5070 -0.5360 -0.4918 0.2951
H 0.10129 -1.82112 2.69337 0.2142 0.0287 0.6664 0.4391
H -1.63028 -1.35618 -0.41217 -0.1378 0.1265 0.1067 0.4280
H -1.14695 -2.50846 0.77151 0.2626 -0.0150 0.2778 0.3917
H -2.37688 -1.30235 1.15551 0.0374 -0.1645 0.2072 0.3566
O -0.21566 -1.50001 -2.70080 -0.3417 -1.1667 -0.6609 -0.6746
H -0.12718 -0.68330 -3.20775 0.0991 -0.0452 0.7297 0.3465
H -0.10759 -1.28273 -1.77620 0.0400 0.5841 -0.0346 0.2659
O 0.76344 0.88931 -2.37397 -0.5943 0.3729 0.2538 -0.5750
H 1.05416 1.25599 -1.52184 0.2562 -0.1332 -0.4146 0.2932
H 1.45123 1.08241 -2.99674 0.7091 0.2214 -0.2452 0.2471
O 2.35104 -1.66138 -0.35701 0.7827 0.2383 0.3261 -0.5795
H 1.85637 -2.19301 -0.98196 0.0911 -0.1075 -0.4295 0.2404
H 3.29886 -1.75914 -0.53666 -0.4866 -0.3534 -0.2522 0.2731
O 2.62350 1.13347 -0.46617 0.3546 -0.1643 0.3895 -0.6319
H 2.65412 0.20468 -0.16516 -0.3314 0.3184 -0.2761 0.3348
H 3.20504 1.62457 0.11995 -0.0474 0.0812 0.0566 0.3086
```
Forces are in eV/Å.

Output
SMILES string: CCCC(C)C.O.O.O.O
Net charge: 0
Frontier orbital gap, eV: 10.4
ΔE to the lowest compared entry with this formula, charge and spin, eV: 0.0000

# 2
Entry from the Open Molecules 2025 dataset: C6H23N5O7Y as an isolated structure in a non-equilibrium geometry (ωB97M-V/def2-TZVPD).

XYZ file:
```
42
Properties=species:S:1:pos:R:3:forces:R:3:mulliken_charge:R:1
Y 1.31567 -0.34648 0.77359 2.5482 1.4408 0.6437 1.8478
O 0.24657 0.00798 2.67383 -0.5253 -0.1356 -0.0266 -0.8323
H -0.46571 -0.51171 3.05511 0.0307 0.0106 -0.0174 0.1186
O 2.40980 1.53876 1.33051 -0.4791 0.0749 -0.5532 -0.8947
H 2.27791 2.48782 1.37003 -0.0035 -0.0468 0.1741 0.0921
O 1.84382 -0.61312 -1.38943 -0.6855 -0.0091 0.0210 -0.9832
H 1.68625 0.24178 -1.80259 0.1583 -0.0487 -0.2056 0.1707
O 3.59815 -0.87499 1.19200 -0.0360 -0.3833 0.4246 -1.0038
H 4.15997 -1.51186 0.74222 -0.1478 0.3540 -0.7272 0.2150
C -1.31530 -2.35237 -0.21186 -0.0324 -1.3208 -0.0060 0.5756
O -0.81185 -1.29554 0.07152 -0.4980 0.6808 0.0280 -0.4283
N -1.51083 -3.38202 0.67400 -0.2646 -0.1535 0.2840 -0.4603
N -1.80195 -2.68670 -1.44168 -0.2314 0.4175 -0.7102 -0.3578
H -1.48920 -4.31220 0.29318 -0.0818 -0.0100 0.2606 0.1876
H -1.20482 -3.25619 1.62089 0.5547 0.1310 -0.0940 0.2225
H -1.85228 -1.99107 -2.16165 0.4365 0.0856 -0.0185 0.2179
H -1.92269 -3.64348 -1.71622 -0.1359 0.0733 0.1004 0.1502
C 2.03866 -3.32905 2.26219 1.8457 0.7121 0.7386 0.3903
O 1.29082 -2.59193 1.63551 -1.4617 -0.5117 -0.2002 -0.4209
N 3.32517 -2.98175 2.47758 -0.7108 -2.1143 0.6656 -0.3764
N 1.62176 -4.48137 2.89416 -0.3035 -0.2970 -0.1755 -0.4098
H 3.59605 -2.01928 2.15671 0.0645 1.2057 -0.8061 0.3842
H 3.96352 -3.70287 2.76005 0.1016 0.1192 0.3126 0.1261
H 0.66001 -4.75800 2.86340 -0.0125 -0.0017 -0.2717 0.1623
H 2.30029 -5.16690 3.16513 -0.0351 0.0293 0.1289 0.1630
C -1.42331 1.14733 -1.95154 -1.0366 0.6652 -1.8035 -1.1896
C -0.58886 2.27042 -1.36926 0.5928 -1.7697 1.4258 -0.0538
C -1.40752 3.53009 -1.22112 0.7376 0.4562 -0.2879 -0.6926
O -1.74353 4.04069 -2.50226 -0.8154 -0.1334 -0.0738 -0.3251
C -2.47233 5.24019 -2.37769 0.5936 0.5957 -0.3368 -0.7271
N -0.12787 1.76206 -0.03982 -0.7823 0.6260 -0.6139 -0.0829
H -1.84176 1.42957 -2.93347 0.4339 0.2239 -0.0168 0.4443
H -2.36707 1.03321 -1.40647 0.4198 -0.4648 0.5962 0.3583
H -0.87151 0.23138 -2.13766 0.1069 -0.0963 0.6251 0.0368
H 0.37253 2.35740 -1.87790 -0.3694 0.5709 -0.6236 0.4202
H -0.86074 4.31583 -0.68301 0.1836 -0.1551 0.1311 0.4284
H -2.29318 3.29713 -0.61448 -0.1943 -0.0044 -0.1787 0.3291
H -3.13122 5.21650 -1.50767 -0.0311 0.1325 0.0305 0.3172
H -3.05554 5.49042 -3.26740 -0.0863 -0.6596 -0.0904 0.2519
H -1.76014 6.07799 -2.32502 -0.1229 0.0163 0.5464 0.2606
H 0.54742 2.41189 0.35217 0.0183 -0.2934 0.3841 0.2117
H -0.93512 1.68042 0.57438 0.2566 -0.0123 0.3166 0.1564
```
Forces are in eV/Å.

Output
Net charge: -1
Frontier orbital gap, eV: 6.5
ΔE to the lowest compared entry with this formula, charge and spin, eV: 0.0000